[1]
The following is a DFT calculation (wB97M-V/def2-TZVPD) of a 3-piece molecular cluster, C3H10O2 overall in a non-equilibrium geometry.

Structure (XYZ):
```
15
Properties=species:S:1:pos:R:3:mulliken_charge:R:1
C -0.124 0.415 -1.193 -1.055
C 0.153 1.683 -0.303 -0.114
C 1.343 2.045 0.037 -0.641
H -1.280 0.065 -0.938 0.283
H -0.039 0.460 -2.240 0.356
H 0.599 -0.405 -0.960 0.303
H -0.746 2.146 0.043 0.405
H 1.531 2.892 0.715 0.243
H 2.259 1.570 -0.199 0.270
H -0.705 -0.269 0.939 0.313
H -0.572 -0.884 2.265 0.365
O -1.224 -0.946 1.431 -0.731
H -0.491 -3.222 -0.563 0.290
H -0.552 -2.357 0.673 0.376
O -0.151 -3.193 0.293 -0.663
```

Values from the calculation:
SMILES = C=CC.O.O
lowest unoccupied orbital energy = 0.65 eV
spin multiplicity = 1

=====

[2]
The following is a DFT calculation (wB97M-V/def2-TZVPD) of C9H12N2O2S as an isolated structure in a non-equilibrium geometry.

Structure (XYZ):
```
26
Properties=species:S:1:pos:R:3:mulliken_charge:R:1
C 0.627 -1.008 0.222 0.611
C 0.639 0.187 0.856 1.054
C 0.777 2.715 0.256 0.461
C -2.750 0.479 -1.573 -0.060
C 0.677 -1.219 -1.249 -1.002
C 0.788 3.010 -1.208 -0.542
C 0.530 1.481 -1.323 0.159
C 0.696 -2.385 0.841 -2.047
C 0.792 0.357 2.315 -1.441
N 0.658 1.353 0.047 0.232
N -1.844 1.364 -1.321 -0.301
O 0.852 3.307 1.313 -0.613
O -2.485 -0.657 -2.049 -0.659
S 1.139 0.215 -2.295 -0.187
H -3.778 0.860 -1.333 0.298
H 1.368 -2.065 -1.489 0.555
H -0.290 -1.700 -1.537 0.456
H -0.083 3.555 -1.597 0.299
H 1.657 3.414 -1.864 0.291
H 1.682 -2.520 1.215 0.432
H 0.584 -3.181 0.201 0.500
H -0.042 -2.567 1.700 0.343
H 1.253 1.369 2.501 0.393
H 1.258 -0.608 2.738 0.367
H -0.191 0.485 2.807 0.264
H -1.980 2.270 -0.966 0.136
```

Values from the calculation:
lowest unoccupied orbital energy = -0.67 eV
spin multiplicity = 1

=====

[3]
The following is a DFT calculation (wB97M-V/def2-TZVPD) of C19H18BrClN8Pd as an isolated structure.

Structure (XYZ):
```
48
Properties=species:S:1:pos:R:3:mulliken_charge:R:1
Pd -0.615 0.364 -0.717 0.596
N 2.164 -1.514 -0.427 -0.124
C 2.456 -0.218 -0.607 0.409
N 3.729 0.125 -0.585 -0.663
C 3.982 1.429 -0.729 0.441
N 5.243 1.829 -0.735 -0.285
N 3.029 2.395 -0.860 -0.615
C 1.811 1.951 -0.874 -0.424
N 1.425 0.657 -0.774 -0.050
C 0.709 2.934 -0.995 0.993
C 0.930 4.290 -1.098 -0.376
C -0.168 5.132 -1.203 -0.508
C -1.442 4.587 -1.201 -0.882
C -1.580 3.216 -1.092 -0.067
N -0.522 2.405 -0.990 0.144
H 2.930 -2.167 -0.418 0.240
H 1.240 -1.843 -0.609 -0.088
H 5.983 1.153 -0.640 0.263
H 5.462 2.806 -0.831 0.255
H 1.946 4.659 -1.098 0.541
H -0.029 6.201 -1.291 0.466
H -2.323 5.207 -1.290 0.439
H -2.556 2.753 -1.104 0.338
C -0.943 -5.605 -1.211 -1.397
C -1.572 -4.242 -1.099 0.421
C -2.943 -4.058 -0.973 -0.320
C -3.475 -2.780 -0.899 -0.639
C -2.575 -1.748 -0.943 0.553
Br -3.191 0.044 -0.907 -0.025
N -1.260 -1.849 -1.040 -0.023
C -0.779 -3.103 -1.127 -0.469
H -1.703 -6.376 -1.321 0.391
H -0.356 -5.836 -0.321 0.326
H -0.280 -5.662 -2.075 0.376
H -3.607 -4.913 -0.949 0.426
H -4.537 -2.598 -0.821 0.434
H 0.285 -3.224 -1.280 0.575
Cl 1.054 -1.712 4.462 -0.182
C 0.091 -0.544 3.647 -0.123
C -0.650 0.387 4.351 -0.146
C -1.404 1.299 3.633 -0.821
C -1.389 1.244 2.252 -0.177
N -0.670 0.341 1.573 0.326
C 0.060 -0.541 2.266 -0.380
H -0.633 0.393 5.432 0.470
H -2.001 2.045 4.139 0.418
H -1.971 1.944 1.665 0.384
H 0.645 -1.262 1.712 0.559
```

Values from the calculation:
total charge = +2
lowest unoccupied orbital energy (alpha / beta) = -7.53 / -7.48 eV
spin multiplicity = 1

=====

[4]
The following is a DFT calculation (wB97M-V/def2-TZVPD) of a 7-piece molecular cluster, C4H20NO8S overall in a non-equilibrium geometry.

Structure (XYZ):
```
34
Properties=species:S:1:pos:R:3:mulliken_charge:R:1
O -2.113 0.544 1.550 -0.845
C -1.149 -0.076 1.068 0.054
N -0.241 -0.596 1.921 0.148
C 1.235 -0.706 1.621 -0.883
O 1.608 -0.411 0.364 -0.862
C -1.098 -0.352 -0.398 0.321
C -1.799 -1.749 -0.790 -0.751
S -1.896 -3.029 0.447 -0.252
H -0.447 -0.533 2.894 0.235
H 1.573 -1.714 1.908 0.545
H 1.722 0.025 2.297 0.224
H -1.593 0.425 -0.985 0.121
H -0.104 -0.331 -0.828 0.076
H -2.796 -1.400 -1.053 0.372
H -1.255 -1.925 -1.707 0.406
H -2.414 -2.206 1.356 0.139
H 1.250 2.431 1.065 0.213
H 1.462 1.058 0.162 0.454
O 0.973 1.986 0.264 -0.650
H 1.060 -4.151 0.782 0.328
H 1.696 -2.841 0.446 0.288
O 1.884 -3.790 0.445 -0.660
H 2.244 2.314 -0.951 0.424
H 1.855 3.688 -1.529 0.259
O 2.416 2.931 -1.697 -0.713
H -1.736 2.963 -1.593 0.313
H -0.253 2.717 -1.596 0.342
O -0.953 3.113 -2.136 -0.673
H -3.331 1.198 0.413 0.380
H -2.833 2.489 0.347 0.318
O -3.716 2.097 0.246 -0.709
H 2.577 -0.913 -0.886 0.458
H 2.944 -2.062 -1.870 0.277
O 3.225 -1.194 -1.579 -0.700
```

Values from the calculation:
total charge = -1
lowest unoccupied orbital energy = 2.64 eV
spin multiplicity = 1

=====

[5]
The following is a DFT calculation (wB97M-V/def2-TZVPD) of C15H14ClN2O2S2Sn as an isolated structure.

Structure (XYZ):
```
37
Properties=species:S:1:pos:R:3:mulliken_charge:R:1
Sn 0.504 -1.252 -0.023 0.635
O -2.677 -3.252 -1.686 -0.608
C -1.971 -2.627 -0.944 0.419
O -0.974 -1.848 -1.310 -0.415
C -2.196 -2.706 0.550 0.613
C -3.294 -3.366 1.070 -0.735
C -3.458 -3.388 2.443 -0.196
C -2.515 -2.764 3.250 -0.806
C -1.438 -2.137 2.655 -0.126
N -1.289 -2.106 1.324 -0.086
H -3.984 -3.842 0.388 0.490
H -4.309 -3.889 2.886 0.445
H -2.608 -2.764 4.327 0.405
H -0.673 -1.649 3.242 0.375
C 1.642 3.096 2.408 -1.602
C 0.859 1.902 1.932 0.648
S 1.248 0.408 2.426 -0.208
C -0.292 2.158 1.016 0.839
C -0.874 3.541 0.946 -1.318
S -0.941 1.030 0.036 -0.131
H 2.557 2.776 2.894 0.396
H 1.046 3.654 3.136 0.411
H 1.880 3.781 1.591 0.389
H -0.372 4.251 1.597 0.359
H -1.929 3.499 1.225 0.366
H -0.840 3.909 -0.079 0.352
Cl 1.307 -0.318 -6.019 -0.177
C 1.910 0.017 -4.444 -0.042
C 3.047 0.786 -4.265 -0.115
C 3.493 1.021 -2.974 -0.746
C 2.785 0.483 -1.916 -0.181
N 1.686 -0.251 -2.097 -0.167
C 1.251 -0.487 -3.336 -0.284
H 3.572 1.187 -5.122 0.442
H 4.381 1.611 -2.794 0.380
H 3.108 0.627 -0.890 0.443
H 0.357 -1.092 -3.444 0.537
```

Values from the calculation:
total charge = +1
lowest unoccupied orbital energy = -5.66 eV
spin multiplicity = 1

=====

[6]
The following is a DFT calculation (wB97M-V/def2-TZVPD) of a single C6H12O molecule.

Structure (XYZ):
```
19
Properties=species:S:1:pos:R:3:mulliken_charge:R:1
C -1.705 1.766 -0.538 -1.494
C -0.601 0.722 -0.639 0.492
O 0.567 1.394 -1.108 -0.558
C -0.328 0.038 0.691 -0.221
C -0.469 -1.443 0.920 -0.810
C 0.900 -0.834 0.862 0.111
C 1.806 -1.189 -0.303 -1.394
H -2.674 1.324 -0.286 0.355
H -1.789 2.296 -1.492 0.360
H -1.439 2.501 0.231 0.327
H -0.882 -0.032 -1.391 0.204
H 1.257 1.239 -0.453 0.392
H -0.584 0.654 1.553 0.321
H -0.757 -2.071 0.079 0.249
H -0.853 -1.781 1.879 0.279
H 1.416 -0.717 1.813 0.337
H 1.270 -1.164 -1.257 0.300
H 2.207 -2.198 -0.167 0.401
H 2.658 -0.505 -0.396 0.351
```

Values from the calculation:
SMILES = C[C@@H]1C[C@@H]1[C@@H](C)O
lowest unoccupied orbital energy = 1.07 eV
spin multiplicity = 1

=====

Record-wise energy relative to the best compared isomer or geometry (same formula, charge and spin) values, in eV: 1.5625, 3.9766, 1.1203, 2.0010, 0.0000, 1.1203